# C80H220N20O20

20 unconnected molecules or ions with the total composition C80H220N20O20 in a non-equilibrium geometry (ωB97M-V/def2-TZVPD, the Open Molecules 2025 dataset).

Positions of all 340 atoms, in Å:
O: -11.1208 -11.8663 26.0288
O: -3.9626 -7.8039 27.8397
O: -6.3058 -18.3950 29.8388
O: -12.1760 -14.9089 34.7107
O: -11.8612 -8.4824 33.3521
O: -12.0583 -12.7930 29.7126
O: -7.7357 -6.2187 23.2181
O: -12.2167 -13.7133 22.0955
O: -3.1015 -15.2013 27.7602
O: -9.4068 -7.4587 28.3896
O: -3.7694 -11.5243 29.1704
O: -9.2855 -8.8892 19.5859
O: -15.4994 -15.3657 29.2295
O: -7.8104 -10.7253 33.8015
O: -18.1591 -9.2101 26.3428
O: -13.0650 -10.8192 17.7349
O: -12.8690 -18.4798 29.9920
O: -8.4223 -10.2301 22.7202
O: -8.5665 -18.4281 25.2458
O: -13.3913 -7.5405 26.6825
N: -7.5827 -15.8985 29.2828
N: -10.4715 -7.1772 25.3304
N: -14.1732 -13.4439 25.1598
N: -1.9144 -14.5676 24.2501
N: -11.7562 -17.3834 23.6952
N: -14.8776 -16.4677 25.7587
N: -4.2104 -5.6316 29.5601
N: -16.3339 -11.4074 26.3276
N: -8.1893 -11.8112 36.3824
N: -6.1360 -13.0202 28.0275
N: -11.6477 -5.3534 35.3873
N: -6.3546 -11.1263 25.5626
N: -10.2273 -17.2309 27.7507
N: -15.9657 -8.4612 24.2871
N: -10.7162 -6.2281 19.1777
N: -7.3160 -4.7597 29.8267
N: -14.9151 -12.9600 17.2503
N: -15.7672 -12.3898 29.2138
N: -11.1137 -14.3429 27.1796
N: -12.3505 -11.4035 33.7545
C: -11.7883 -10.2834 17.4075
C: -18.1509 -13.0182 26.2593
C: -8.3191 -5.8596 29.7676
C: -13.6368 -8.0690 23.9758
C: -15.7189 -16.1437 26.8910
C: -12.9405 -15.8999 34.1391
C: -14.7752 -7.6029 26.2236
C: -12.9006 -12.0909 18.3876
C: -2.5989 -11.3431 29.9381
C: -14.7051 -8.5468 24.9769
C: -7.7897 -16.6122 30.5694
C: -10.1415 -12.1019 27.0419
C: -4.7047 -8.5563 26.9026
C: -13.7897 -14.2382 18.9710
C: -7.2342 -18.0083 25.1653
C: -7.5239 -12.6589 35.3968
C: -9.4415 -17.6934 24.2751
C: -7.8809 -14.1281 35.4577
C: -10.9756 -14.2956 21.7158
C: -2.7951 -12.9592 25.8494
C: -13.9978 -11.6983 23.3118
C: -11.1548 -12.9784 30.8452
C: -3.0482 -15.4254 26.2751
C: -13.0659 -6.7094 27.8243
C: -12.0924 -7.1259 33.7015
C: -11.3835 -6.7049 34.9857
C: -10.8365 -18.3355 24.1544
C: -6.0700 -11.6972 23.1183
C: -17.7321 -11.5487 25.9789
C: -7.8666 -12.1105 33.9916
C: -4.8870 -11.9340 29.9075
C: -6.4375 -10.3651 33.4840
C: -7.3881 -11.9756 29.9496
C: -8.1703 -10.6210 24.0602
C: -18.9633 -8.1390 26.7086
C: -10.9170 -19.5639 28.1486
C: -13.8663 -13.2024 23.7447
C: -12.2311 -8.6379 32.0050
C: -9.0578 -16.2175 31.3432
C: -6.1553 -11.9657 29.0558
C: -11.5460 -7.7011 36.1410
C: -9.0406 -7.6988 20.3563
C: -8.8391 -8.7537 28.2445
C: -2.2007 -14.3474 25.6679
C: -9.1445 -14.1676 25.8263
C: -13.4547 -12.9848 30.0458
C: -18.6366 -10.5690 26.6605
C: -14.1596 -12.8741 18.4679
C: -11.8766 -17.6129 29.4456
C: -9.6245 -4.7511 24.6585
C: -11.3386 -18.0867 28.0930
C: -14.7673 -15.7905 28.0735
C: -11.8484 -12.4786 34.5904
C: -8.1521 -9.6451 19.3499
C: -9.7811 -6.2958 24.3389
C: -11.9245 -12.2899 36.1245
C: -8.4799 -7.0300 24.0866
C: -12.6462 -13.6878 34.1864
C: -11.5371 -7.6404 21.0226
C: -16.5827 -17.3093 27.3451
C: -12.3295 -19.1223 31.1486
C: -6.4197 -19.6585 29.1749
C: -14.2741 -12.0888 29.1350
C: -14.0403 -10.6618 29.5006
C: -10.3103 -6.8706 20.4475
C: -9.7965 -10.4294 22.4084
C: -15.4895 -16.2163 30.3248
C: -6.3865 -6.6285 23.1867
C: -3.8330 -6.9278 30.0796
C: -8.4041 -6.4084 28.3549
C: -4.1878 -7.1769 31.6095
C: -7.6527 -18.1148 30.3378
C: -9.8429 -13.6384 27.1150
C: -3.7941 -16.1930 28.5137
C: -11.5181 -10.5194 25.9793
C: -6.6541 -10.7447 24.2138
C: -10.6899 -19.5397 23.1785
C: -9.6601 -5.2191 30.2949
C: -12.4241 -13.6245 23.4858
C: -4.3994 -7.9893 29.1885
H: -10.3822 -19.2360 22.1637
H: -4.0560 -15.6737 29.4780
H: -9.2442 -13.8438 27.9815
H: -3.8367 -8.1964 31.8535
H: -14.2150 -14.8805 27.7314
H: -9.7756 -13.9738 24.9811
H: -10.5738 -4.2144 24.8101
H: -10.9852 -17.5672 30.0427
H: -11.9099 -9.3463 16.8884
H: -3.7408 -12.9666 25.3080
H: -10.0198 -5.5447 18.9267
H: -6.9161 -18.2221 24.1599
H: -8.7044 -11.5081 24.2643
H: -6.1567 -11.0199 28.4899
H: -12.3651 -10.4698 25.3387
H: -11.3588 -11.4417 36.5160
H: -13.9177 -8.4049 22.9118
H: -9.1975 -11.5389 26.8947
H: -10.8271 -19.9242 27.1070
H: -8.2044 -13.6517 25.6699
H: -11.8327 -10.1186 26.9240
H: -12.6407 -8.3257 24.2095
H: -8.7339 -5.6532 27.6543
H: -6.2422 -9.7545 23.9557
H: -7.4480 -6.8011 28.0571
H: -5.5114 -7.9160 29.2155
H: -12.1761 -14.5709 23.9217
H: -4.7202 -16.3897 27.9713
H: -12.1826 -12.7509 17.7995
H: -17.8731 -13.2914 27.2324
H: -18.7331 -10.6252 27.7128
H: -5.9229 -5.9878 22.4140
H: -15.2671 -15.6390 31.2516
H: -15.4221 -8.0247 26.9694
H: -6.6164 -12.6246 23.2115
H: -12.5154 -12.0124 19.4320
H: -8.7168 -7.9955 23.6916
H: -14.0383 -12.2497 28.0749
H: -9.5175 -4.8196 31.2880
H: -11.7561 -14.0284 27.9310
H: -12.3879 -7.0189 21.2413
H: -6.2598 -7.7268 23.0173
H: -7.1532 -19.6486 28.3704
H: -15.9852 -9.1248 23.5332
H: -4.1827 -9.5042 26.6386
H: -9.0743 -15.2251 31.7680
H: -14.7093 -14.8180 19.1826
H: -12.5833 -16.8919 34.4970
H: -6.7095 -20.3268 30.0144
H: -11.9610 -6.6502 27.8069
H: -13.5259 -11.0382 24.0229
H: -3.7852 -4.8763 30.1109
H: -5.4739 -19.8954 28.7555
H: -5.8334 -11.2884 33.3308
H: -11.4734 -8.0026 31.4489
H: -11.1620 -10.1858 18.3463
H: -16.4492 -16.7490 30.4300
H: -10.8949 -7.3437 36.9324
H: -17.8231 -11.4663 24.8989
H: -8.2750 -7.0767 19.9246
H: -8.4886 -9.8761 24.8709
H: -4.7219 -12.8673 30.4084
H: -6.1213 -11.2646 22.1281
H: -11.0941 -14.1820 20.6363
H: -8.9540 -4.5019 25.5406
H: -7.5554 -10.9056 30.1331
H: -7.1272 -16.9779 25.4693
H: -9.6144 -17.5782 27.0433
H: -10.6421 -11.7774 27.9751
H: -6.3334 -5.0610 29.6748
H: -8.9785 -12.3326 36.7706
H: -16.3014 -15.2346 26.6402
H: -13.1926 -14.7739 18.2166
H: -7.3587 -9.0966 18.7854
H: -5.8934 -9.8451 34.2793
H: -5.1632 -13.1615 27.6166
H: -1.8165 -11.0345 29.2626
H: -6.4371 -13.9562 28.2860
H: -10.0232 -11.4593 22.6805
H: -2.7441 -7.1217 30.1004
H: -5.0573 -11.9372 23.2384
H: -8.6064 -10.9865 35.9672
H: -2.2059 -12.2152 25.3434
H: -11.2794 -10.9799 16.7104
H: -11.6739 -13.2000 36.6451
H: -15.8712 -13.3474 29.4719
H: -8.9095 -17.6770 23.3266
H: -13.2610 -8.3220 31.7228
H: -19.2180 -13.1342 26.1026
H: -5.6938 -8.8235 27.2912
H: -10.0504 -6.9969 26.2325
H: -11.7960 -12.8516 23.9640
H: -11.6799 -20.1795 28.5657
H: -13.1266 -10.9166 34.1487
H: -13.5205 -5.7440 27.5994
H: -14.2628 -10.5183 30.5770
H: -12.9888 -12.0254 36.3814
H: -12.1847 -9.7008 31.7394
H: -13.1518 -6.8301 33.7049
H: -14.6193 -13.7168 23.1576
H: -18.2261 -7.4718 27.1081
H: -7.3073 -12.5922 33.1949
H: -12.4674 -17.1148 24.3390
H: -8.2119 -8.8263 27.3760
H: -8.4559 -10.5546 18.7623
H: -6.4796 -9.7552 32.5994
H: -17.5794 -13.6864 25.5858
H: -7.3843 -4.2218 30.6779
H: -11.5696 -14.1881 26.3140
H: -19.6698 -10.6828 26.2749
H: -14.8479 -12.3748 19.1799
H: -5.0854 -11.2332 30.7644
H: -9.9897 -19.6877 28.6751
H: -9.5118 -16.6428 24.5677
H: -15.0811 -12.0470 16.7798
H: -10.8528 -15.3295 21.9897
H: -14.7683 -16.9855 30.2082
H: -7.8108 -14.6830 36.3433
H: -7.9571 -7.1674 25.0899
H: -10.3361 -6.7498 34.8192
H: -12.5526 -7.8496 36.4539
H: -11.4814 -7.0703 25.3528
H: -6.9179 -11.9403 25.8059
H: -15.9368 -18.1695 27.6397
H: -11.4806 -12.3811 31.6942
H: -12.5471 -13.6879 33.0965
H: -3.2690 -17.0892 28.7238
H: -6.4388 -12.5725 35.5991
H: -10.0340 -6.1217 21.2129
H: -14.5786 -13.7110 16.6267
H: -10.0182 -4.3816 29.6909
H: -14.1377 -16.6049 28.3483
H: -2.7292 -14.5850 23.6700
H: -14.0208 -15.8728 34.4476
H: -1.2359 -15.3347 24.0177
H: -15.0011 -12.8923 25.4636
H: -7.8042 -18.6372 31.2716
H: -17.2631 -17.6525 26.5664
H: -11.0960 -8.6497 35.8210
H: -8.3213 -12.2999 29.4082
H: -1.2750 -14.4233 26.2518
H: -8.4057 -18.4150 29.6017
H: -11.4454 -19.6304 30.8382
H: -5.9413 -6.4688 24.1811
H: -12.2488 -17.9808 27.4474
H: -8.6936 -7.8688 21.4183
H: -10.5631 -16.3710 27.4284
H: -7.7406 -10.0340 20.3203
H: -19.5390 -7.7714 25.8367
H: -6.6526 -18.6221 25.8446
H: -2.8444 -10.5687 30.7219
H: -11.4074 -8.1625 21.9447
H: -15.9802 -10.5433 26.0347
H: -9.8620 -20.2279 23.4806
H: -13.7747 -6.9902 24.0009
H: -12.2941 -16.5692 29.3915
H: -13.6957 -13.4548 34.3945
H: -11.7651 -6.4808 32.8372
H: -13.0398 -10.2493 29.3151
H: -8.3682 -16.0062 28.6576
H: -16.1766 -11.7906 29.9600
H: -13.5999 -11.5636 22.2845
H: -14.6340 -15.5810 25.2827
H: -19.6941 -8.4430 27.4555
H: -11.0147 -18.7190 25.1710
H: -10.4696 -5.9339 30.2729
H: -8.9126 -15.2918 25.8118
H: -11.4638 -4.6789 34.6615
H: -10.7440 -9.8344 25.5755
H: -4.0589 -15.4748 25.8930
H: -12.3499 -17.7542 22.9741
H: -10.0180 -10.2139 21.3690
H: -10.3449 -6.3041 23.4061
H: -7.2659 -12.5341 30.8581
H: -12.5746 -5.2288 35.7263
H: -11.5921 -20.1793 23.0632
H: -14.6704 -10.0397 28.8353
H: -3.9672 -5.5118 28.6035
H: -3.5530 -6.5790 32.2097
H: -10.0900 -12.8331 30.5317
H: -9.3494 -16.9076 32.0945
H: -4.0835 -9.0006 29.4953
H: -12.9483 -15.9126 33.0475
H: -8.9111 -14.2839 35.1403
H: -6.8180 -16.3619 28.7368
H: -16.2458 -11.6458 27.3506
H: -10.4486 -9.7962 23.0051
H: -9.0679 -4.3332 23.8256
H: -8.3218 -9.0738 29.1364
H: -13.3405 -7.1867 28.7735
H: -14.3234 -9.5106 25.3710
H: -15.3616 -17.0604 25.0805
H: -10.0746 -13.8436 22.1600
H: -7.2723 -14.6414 34.7110
H: -11.2940 -14.0307 31.1408
H: -2.5531 -16.4237 26.0706
H: -8.1392 -6.7493 30.3453
H: -11.6291 -10.6995 33.6358
H: -15.1599 -6.6004 25.9816
H: -9.6588 -9.4645 28.0627
H: -2.3325 -12.1882 30.5551
H: -8.8806 -12.4067 33.7621
H: -2.9027 -12.6557 26.8520
H: -12.1334 -18.4546 31.9453
H: -15.0625 -11.2846 23.3623
H: -13.2032 -14.1928 19.8623
H: -13.6733 -14.0132 29.9228
H: -9.8794 -16.1904 30.6697
H: -13.4136 -13.0860 25.7523
H: -13.6894 -12.5827 31.0366
H: -5.4175 -11.1755 25.9019
H: -16.6870 -8.6896 24.9504
H: -5.2380 -7.0801 31.8358
H: -10.7773 -12.6808 34.3492
H: -13.1164 -19.8106 31.4807
H: -17.2106 -16.9508 28.1936
H: -4.7256 -7.9856 25.9703
H: -6.9509 -16.3702 31.1888
H: -11.9141 -8.3550 20.2694
H: -10.6208 -6.9521 18.4806

- M (g/mol) = 1782.76
- DFT total energy (eV) = -157267.9530
- E_LUMO (eV) = 0.5
- relative energy (zero: lowest compared OMol25 entry of this formula, charge and spin) (kJ/mol) = 243.13